a.
CH4CsO | ωB97M-V/def2-TZVPD

Structure (XYZ):
```
7
Properties=species:S:1:pos:R:3
Cs -0.218 -0.462 -2.899
C -0.349 0.067 0.526
O 0.890 -0.065 -0.150
H -0.137 0.652 1.421
H -1.028 0.593 -0.145
H -0.762 -0.908 0.782
H 1.604 0.123 0.464
```

Values from the calculation:
multiplicity: 1
net charge: +1

These are the natural (NBO) partial charges, in e, on atoms 1 to 4: 0.996 -0.255 -0.782 0.207

=====

b.
CH4CsO | ωB97M-V/def2-TZVPD

Structure (XYZ):
```
7
Properties=species:S:1:pos:R:3
Cs -0.455 2.560 -0.277
C -0.239 -0.521 0.031
O 1.053 -0.586 0.668
H -0.254 -1.144 -0.863
H -1.099 -0.707 0.674
H -0.611 0.432 -0.343
H 1.605 -0.033 0.110
```

Values from the calculation:
multiplicity: 1
net charge: +1

These are the Mulliken partial charges, in e, on atoms 1 to 4: 1.035 -0.206 -0.409 0.320

=====

Winner for stability: a